1:
The following is a DFT calculation (ωB97M-V/def2-TZVPD) of a cluster of 14 separate species, C56H154N14O14 in total.

* E_LUMO: 0.38 eV
* multiplicity: 1
* Kohn-Sham gap: 8.5 eV

Positions of all 238 atoms, in Å:
1 H -15.0723 -11.6538 -9.7398
2 C -23.6157 -12.0878 -7.9470
3 H -18.4484 -12.1740 -2.4354
4 H -26.0617 -12.5741 -9.0858
5 H -17.8030 -17.0258 -4.2903
6 O -21.7414 -19.7231 -6.4311
7 H -20.4751 -10.3872 0.2556
8 H -28.1519 -15.2748 -5.5848
9 C -19.1391 -17.7249 -11.0829
10 H -14.8279 -7.4082 -7.7750
11 C -15.0395 -10.1356 -4.8343
12 C -21.4172 -12.4366 -13.1756
13 H -26.8852 -13.4946 -5.3367
14 H -21.2911 -13.5198 -4.6941
15 O -20.6405 -14.4974 -8.4383
16 H -23.6065 -12.8079 -7.1288
17 H -20.2059 -20.0788 -7.7062
18 H -27.8159 -14.8793 -7.2943
19 H -18.5197 -22.8373 -6.0730
20 C -25.8292 -13.1285 -12.0075
21 H -19.5197 -9.7975 -1.9191
22 N -11.2794 -12.4906 -6.7172
23 C -17.3502 -14.7522 -1.8254
24 H -10.8972 -14.1900 -9.5718
25 C -9.2616 -12.4463 -10.5344
26 H -15.7211 -10.2990 -10.7589
27 C -21.4334 -17.7759 -12.2646
28 C -20.5728 -11.5387 -14.1721
29 H -22.7253 -11.5179 -7.6815
30 C -22.8960 -14.6855 -2.9918
31 C -16.6766 -12.5560 -11.7379
32 H -21.4562 -12.1520 -2.7650
33 H -24.9354 -10.6917 -7.1394
34 H -19.7555 -13.0303 -4.4193
35 H -21.2612 -7.4688 -2.6317
36 H -16.6351 -9.0668 -4.0352
37 H -24.0834 -15.4187 -6.9156
38 H -14.0051 -10.6888 -10.6416
39 H -19.6677 -10.4691 -9.6101
40 H -16.8614 -13.2529 -12.5554
41 H -18.5147 -22.0052 -7.3830
42 C -17.6568 -18.1043 -4.2309
43 H -21.5822 -18.1274 -7.7453
44 C -14.6846 -15.4801 -6.0079
45 H -23.5314 -15.1049 -11.7385
46 O -22.3975 -12.7982 -1.0159
47 N -20.3199 -13.7455 -4.8552
48 H -24.3680 -13.2531 -2.7784
49 H -17.3133 -11.6876 -11.9070
50 H -20.6189 -15.6854 -6.9502
51 H -22.4961 -15.2035 -9.1698
52 C -26.4139 -8.7358 -10.4673
53 H -17.2294 -18.3807 -6.1782
54 H -17.1078 -12.4043 -9.6334
55 H -20.7317 -23.1690 -4.8891
56 C -27.5012 -15.4735 -6.4364
57 N -26.0083 -12.0891 -8.2015
58 N -16.4264 -9.9952 -4.3737
59 H -9.6769 -14.0355 -8.3862
60 H -21.8066 -14.6948 -2.9575
61 H -23.4118 -12.8446 0.8242
62 H -24.7270 -16.3904 -11.5449
63 H -22.8034 -11.2153 -2.3626
64 H -18.9647 -16.6805 -11.3415
65 N -19.3247 -18.0366 -13.5479
66 H -25.5800 -14.1948 -14.4133
67 H -23.8561 -16.8925 -8.9751
68 H -20.7789 -10.4710 -14.0973
69 H -21.9381 -18.0737 -13.1837
70 C -24.7690 -17.4243 -8.7070
71 H -27.1839 -8.0241 -10.1693
72 H -16.5227 -15.1571 -10.8211
73 H -13.2418 -13.4552 -9.3713
74 H -18.6476 -9.7072 -3.3318
75 N -18.6540 -13.5627 -10.4958
76 C -20.2123 -8.4430 -4.9315
77 H -13.8055 -11.8820 -5.4519
78 H -10.9474 -11.6473 -7.1628
79 C -15.3785 -17.6358 -5.3174
80 H -23.0771 -11.8262 -14.0251
81 H -20.7026 -10.1892 -3.8553
82 N -16.4531 -19.9931 -5.1149
83 H -19.8674 -21.7678 -4.2514
84 O -22.2460 -18.1770 -11.1997
85 H -20.7235 -11.7158 -15.2370
86 C -12.8873 -12.9137 -8.4943
87 H -13.9852 -15.8558 -6.7547
88 H -25.5604 -8.1812 -10.8571
89 H -17.9567 -13.0588 -5.8177
90 C -11.6663 -13.4693 -7.7864
91 C -15.0059 -11.1184 -10.6869
92 C -21.5200 -8.5179 -2.7751
93 C -10.5374 -13.5096 -8.7999
94 C -16.6620 -18.5516 -5.2633
95 H -23.2300 -15.1865 -3.9004
96 H -19.9890 -19.3933 -12.1306
97 H -18.1733 -18.2263 -11.1452
98 H -15.2386 -6.1209 -6.8113
99 C -18.8379 -8.7915 -6.8931
100 H -20.7739 -22.2616 -7.0676
101 H -21.1633 -8.4436 -5.4640
102 C -24.8580 -11.2117 -8.0942
103 C -21.9991 -18.3370 -6.7601
104 H -20.1314 -13.2782 0.7194
105 H -25.3870 -17.2732 -9.5921
106 C -20.2040 -21.6423 -6.3748
107 C -14.6029 -7.0060 -6.7872
108 H -12.8040 -11.8941 -8.8707
109 H -8.4664 -13.1445 -10.2732
110 H -20.7977 -13.3335 -13.1777
111 C -18.6942 -12.7371 -1.5351
112 O -10.1848 -12.2640 -9.4624
113 H -25.4105 -15.0255 -8.0799
114 H -21.2381 -16.3671 -9.0808
115 H -18.2205 -15.4053 -1.8900
116 H -26.3587 -12.5781 -12.7852
117 H -18.5306 -18.7249 -4.4296
118 H -24.2904 -13.1802 -0.6373
119 C -20.8833 -14.6371 -7.0894
120 H -19.6567 -8.9665 -7.5911
121 H -21.2048 -15.0757 -10.3219
122 O -26.5020 -12.8814 -10.8009
123 C -24.5599 -15.3177 -11.4468
124 C -23.3482 -13.1750 -3.1551
125 N -26.0259 -13.8210 -5.7554
126 C -25.1090 -15.6254 -7.2212
127 H -18.2313 -14.6940 -6.1659
128 C -20.6391 -10.7515 -10.0160
129 H -27.4125 -14.6298 -10.0913
130 N -20.2228 -10.9030 -0.5753
131 H -19.0600 -13.7058 -9.5821
132 H -14.1060 -15.2922 -5.1035
133 H -24.6850 -15.0186 -10.4061
134 H -22.6742 -13.1884 -14.6711
135 H -13.6452 -12.8563 -7.7130
136 N -18.7584 -21.9145 -6.4071
137 H -17.1451 -14.6438 -2.8904
138 C -16.3824 -14.3968 -10.0527
139 O -14.9586 -8.0396 -5.8446
140 N -22.6998 -12.7283 -13.7724
141 C -21.4168 -15.3102 -9.2788
142 O -19.1844 -9.2752 -5.5764
143 N -24.9716 -14.7150 -13.7973
144 H -19.6412 -19.5461 -6.0510
145 C -20.4393 -9.1662 -3.5861
146 H -17.1371 -20.5485 -5.6086
147 H -22.3725 -11.1504 -11.7563
148 H -23.0677 -18.1312 -6.6992
149 C -25.5684 -14.5904 -12.4595
150 C -21.6553 -11.9710 -11.7360
151 C -19.0044 -11.6949 -0.3394
152 H -19.6049 -17.7716 -10.0986
153 H -19.2064 -12.7876 -10.8338
154 H -14.9901 -12.1500 -4.1601
155 O -25.2112 -17.0228 -7.4383
156 C -20.6174 -22.0884 -4.9744
157 H -16.8503 -14.8437 -9.1755
158 H -21.0586 -9.8125 -10.3772
159 H -24.8570 -12.6360 -12.0272
160 H -21.6337 -8.9985 -1.8034
161 C -20.0070 -18.3099 -12.2483
162 H -15.1091 -14.5451 -6.3737
163 H -22.8033 -20.1431 -11.5352
164 H -19.7735 -11.7736 1.6709
165 H -23.7957 -12.1273 -4.7871
166 H -15.6267 -20.2581 -5.6316
167 H -18.3450 -18.2026 -13.3667
168 C -27.6520 -13.7147 -10.6327
169 C -24.8237 -10.1974 -9.2812
170 C -23.5248 -12.5304 -0.2134
171 H -21.9464 -14.5100 -6.8851
172 H -14.5884 -18.1017 -5.9062
173 H -26.8162 -9.3813 -11.2481
174 H -20.3107 -12.5905 -6.5118
175 H -25.6577 -15.7870 -5.1251
176 H -18.3070 -13.6571 -7.5299
177 O -15.7237 -16.4070 -5.8798
178 O -20.4486 -11.6291 -11.0887
179 H -9.6654 -12.9629 -11.4052
180 H -27.6555 -16.5374 -6.6165
181 H -15.4520 -12.0009 -5.8061
182 H -22.7804 -19.5727 -9.8845
183 H -19.5121 -11.7165 -13.9948
184 H -22.4543 -8.5617 -3.3347
185 H -23.2618 -15.1327 -2.0675
186 C -17.2116 -13.1510 -10.4207
187 H -18.5814 -7.7346 -6.8203
188 C -22.4382 -12.2404 -2.3001
189 H -28.4930 -13.1778 -10.1938
190 H -21.5149 -17.6426 -6.0735
191 H -19.5984 -13.3029 -1.7600
192 H -21.6188 -21.7355 -4.7280
193 H -20.9092 -11.6439 -0.5701
194 H -17.0179 -10.0201 -5.1919
195 O -26.0481 -9.4323 -9.2235
196 C -14.7769 -11.5772 -5.0626
197 H -17.3413 -18.3595 -3.2193
198 H -26.5099 -15.1396 -12.4635
199 H -21.4167 -16.6875 -12.2082
200 H -15.3379 -14.1338 -9.8851
201 H -25.9908 -13.2913 -6.6147
202 H -10.4480 -12.8599 -6.2785
203 C -20.3721 -20.1112 -6.6294
204 C -18.5533 -13.6977 -6.4689
205 H -17.9581 -9.3025 -7.2841
206 H -14.9966 -17.4923 -4.3066
207 H -18.4845 -12.9157 1.2144
208 H -21.2997 -11.0050 -9.1868
209 H -28.1138 -13.9657 -11.5877
210 H -11.8707 -14.4772 -7.4254
211 H -23.7236 -13.6887 -5.0940
212 C -26.0185 -15.2721 -6.0155
213 H -23.8637 -11.5003 -0.3237
214 H -21.2724 -20.0297 -10.7162
215 O -17.5765 -13.4803 -1.1237
216 C -14.8025 -9.3907 -6.1182
217 C -22.2374 -19.5356 -10.8289
218 H -24.8187 -10.7518 -10.2197
219 H -13.7899 -9.4882 -6.5097
220 H -8.9031 -11.5118 -10.9659
221 H -19.8154 -7.4278 -4.9428
222 N -19.3007 -9.2311 -2.7261
223 H -24.1489 -14.1478 -13.6501
224 H -23.9127 -9.6000 -9.2458
225 H -22.1227 -12.7203 -11.0971
226 O -15.3492 -12.0998 -11.6994
227 H -16.5224 -15.3336 -1.4196
228 H -26.7451 -11.4240 -8.3883
229 C -20.0685 -13.6181 -6.2408
230 H -19.4168 -17.0383 -13.6711
231 H -24.5508 -18.4897 -8.6334
232 H -15.4817 -9.7468 -6.8928
233 H -13.5415 -6.8636 -6.5843
234 H -18.1229 -11.0732 -0.1823
235 C -19.4277 -12.4664 0.9037
236 H -23.2675 -12.5917 -8.8486
237 H -14.2894 -9.7710 -4.1325
238 N -23.2288 -12.9464 -4.6204

Mulliken atomic charge list, values in e, 8 entries: -0.139 0.875 -0.094 0.008 -0.008 -0.485 0.234 0.485

2:
The following is a DFT calculation (ωB97M-V/def2-TZVPD) of a cluster of 14 separate species, C56H154N14O14 in total.

* E_LUMO: 0.45 eV
* multiplicity: 1
* Kohn-Sham gap: 9.0 eV

Positions of all 238 atoms, in Å:
1 O -3.1974 -0.3365 -2.9446
2 H -2.0184 1.2658 -2.5022
3 O 3.5143 -3.5327 2.1684
4 C 0.3046 -1.9578 5.9993
5 C -3.6058 -2.3472 -1.7439
6 H -7.4196 -1.1938 1.7542
7 H 6.9132 -4.9688 -2.7103
8 H 0.7616 4.3794 -2.9845
9 H 6.0540 0.4019 -0.7791
10 H -1.1399 -6.8910 -2.7488
11 C -6.4775 -0.5971 1.9652
12 O 4.9067 4.0545 1.4368
13 H -3.3450 -7.0976 -3.6752
14 H -0.2189 6.8590 -3.7369
15 N -5.5459 1.6810 2.6182
16 H -4.0951 -0.3797 4.7679
17 C -2.3938 0.6947 -3.3398
18 N 4.5057 -5.6743 -0.5871
19 H -0.5539 -5.3517 -2.2311
20 C -3.3481 -4.2075 -5.8543
21 H -1.5370 0.2938 -3.8999
22 H -6.0448 -0.3398 0.9857
23 H 2.4814 0.2143 -3.9386
24 H -5.0640 -5.8814 -6.1988
25 H -2.5415 -3.5760 -5.4410
26 C 3.5016 -6.3233 1.5448
27 H 4.4163 -3.2391 0.3130
28 H 3.1909 -4.2666 -2.7452
29 N -0.1089 -1.6043 -5.3950
30 C 0.3022 -3.2787 3.8315
31 H 2.6557 -4.9205 0.1606
32 H -0.2659 3.7594 0.4215
33 H -0.9050 3.9452 6.5335
34 H 3.2757 -5.8358 -3.6544
35 H -0.4856 5.7067 2.7230
36 C -4.9349 -2.4483 2.0419
37 O 6.5033 -3.3858 -1.5656
38 H -4.7597 5.8402 2.0998
39 H 8.4104 -3.9810 -2.4183
40 H -2.2869 -3.4633 4.2608
41 H -0.3034 3.0539 -1.2034
42 H -8.1257 2.3183 2.4925
43 H 2.5902 3.0555 -4.8638
44 H 3.4187 5.0647 0.2347
45 H -0.2310 6.9247 -1.8973
46 H -1.6885 -1.6391 -2.4406
47 H -0.6385 -1.4266 4.1225
48 N 2.9871 -0.5918 0.7669
49 H 1.0643 2.0135 5.3661
50 H 4.4025 2.0556 1.0230
51 H -1.1737 3.2247 8.2020
52 H -5.5739 1.2453 -0.9312
53 C -0.3957 -4.5567 1.9144
54 H 6.3443 -1.7166 -0.3644
55 H 0.0306 -3.6228 -5.9058
56 H -2.5618 3.6138 4.7214
57 H 0.6012 -1.6371 -0.7673
58 H 2.5629 7.1648 -4.2138
59 C 6.7502 -2.0496 -1.3034
60 H -0.8636 3.2867 -4.7728
61 H -3.3466 -3.4502 -3.4133
62 H -2.3742 -2.8535 0.0133
63 H 2.1250 2.1243 -2.3144
64 C 1.2989 4.8867 -2.1840
65 H 2.8869 -6.0139 2.4312
66 H 5.1864 5.5151 0.1159
67 H -0.9544 -5.3572 2.4229
68 H -1.7299 3.4605 1.8769
69 H 1.7980 -2.4403 -3.7191
70 H 6.2291 1.2086 -2.3743
71 H 3.8710 -2.5956 3.8930
72 H -4.2524 -5.5455 -3.6089
73 H -3.8024 1.5732 -0.7966
74 C 0.6971 -2.8186 -5.5046
75 C 0.0938 3.0838 -5.2471
76 H -4.0984 6.8105 -1.3037
77 O -2.3430 -5.2378 -3.2161
78 N -1.6805 -3.1429 5.0751
79 C -1.5640 3.7416 2.9022
80 H 7.0808 -3.3684 -3.5597
81 C -1.4104 5.2581 3.1431
82 O 0.8026 2.0708 -4.5386
83 C -4.6787 0.8503 7.1814
84 H 0.7415 -2.8155 6.5274
85 H -4.3836 -3.8900 -5.6071
86 H 5.2260 -3.6422 3.2968
87 H -2.1945 -5.9553 -5.7885
88 H -3.2081 -4.1608 -6.9702
89 C -3.2136 -5.6966 -5.5160
90 C 0.3311 3.6276 -0.4865
91 N -4.1960 -6.3776 -6.3425
92 N -4.6773 5.0423 1.5084
93 H -3.3166 4.1274 -0.3116
94 C -2.9751 -3.3687 -0.7670
95 N -4.1107 -3.0229 -2.9450
96 C -0.4550 -2.3562 4.7308
97 H 1.7531 -5.3818 -2.7792
98 H -0.3122 2.1224 3.4793
99 H -8.0101 1.3823 0.9012
100 H 3.7270 2.7173 -2.7521
101 H 0.6051 4.0322 -5.3989
102 H -4.7303 -2.1371 1.0255
103 H -0.4392 -1.5240 6.6521
104 C 3.1287 1.8137 -2.6191
105 N 4.7559 -1.3149 -2.4264
106 H -5.1660 4.1956 1.8534
107 H 0.6336 -4.9260 1.8471
108 H 3.6063 -0.7617 -0.0153
109 C 4.4292 -2.9400 3.0162
110 H 0.3073 -4.2300 4.3541
111 C -6.7370 0.7695 2.6128
112 O -0.4258 -3.3049 2.5723
113 H 2.5884 -2.0491 -6.0547
114 C -3.7970 1.2596 6.0269
115 H 0.4357 -1.1796 1.5312
116 C 7.3015 -3.9364 -2.6426
117 O -5.1426 3.0956 -0.4673
118 H -0.1430 2.6031 -6.2412
119 C 1.8417 -2.6814 -6.5170
120 H -0.4168 -1.1911 -6.2764
121 H 3.9188 0.5868 2.2466
122 H 1.0690 -1.2005 5.7290
123 C -4.1932 6.6726 -0.2333
124 C 2.1573 2.0226 -4.9912
125 H -5.2930 1.8557 1.6424
126 H -4.3374 1.8796 5.3490
127 C -4.9028 5.3803 0.0962
128 H 4.9158 -2.0659 2.6155
129 H -1.7491 1.8648 5.8833
130 H 3.6182 1.1907 -1.8585
131 N -3.3393 0.1475 5.1867
132 H -6.9359 0.5200 3.6579
133 H 3.3812 5.9405 -3.5442
134 C -1.6300 3.8762 7.3830
135 H -3.5330 3.4716 3.4012
136 H -2.9814 1.2778 -4.0868
137 H 1.1966 3.0221 -0.2383
138 H -4.7737 1.1935 3.0165
139 H 2.0598 -1.0677 -1.6451
140 H -4.0876 -2.7236 2.6619
141 H 7.6002 0.3759 -1.5719
142 H 6.6883 -1.1892 -3.2818
143 H -1.3441 5.4796 4.1893
144 H -5.4107 0.1169 6.9415
145 C 1.6972 -0.0668 0.2699
146 H 0.5146 3.3462 2.5779
147 H -4.3004 4.5414 -1.7758
148 H 7.8211 -1.8804 -1.2327
149 O -2.8095 3.2794 6.8811
150 C 1.2757 3.1045 5.2476
151 H -2.3368 -2.5184 5.5874
152 H 1.3229 -2.9201 3.7037
153 C 6.4982 0.3151 -1.7820
154 H 2.2982 -3.7127 -6.6691
155 C 4.4770 4.6637 0.2293
156 H -4.5263 -2.3592 -3.5804
157 O 0.1605 3.7370 4.5817
158 H 6.2967 1.7231 4.0575
159 C -1.0529 -5.8362 -3.0656
160 C -2.6350 -1.2402 -1.9739
161 C 0.3324 7.1244 -2.8140
162 H -1.7145 -0.9820 1.6892
163 H 2.2377 1.6940 -6.0053
164 H 2.2844 4.4518 -2.0837
165 H 2.9559 -7.0979 1.0624
166 H 4.6530 -2.2953 -2.7154
167 H -4.1163 0.5653 8.0540
168 H -4.8244 7.5400 0.0753
169 N 4.2876 0.8150 -4.6060
170 H -2.4274 -0.7259 -0.9954
171 C -7.9882 1.3592 2.0362
172 C 1.2271 -3.2457 -4.1809
173 N 3.6562 1.1790 3.0770
174 H 4.2935 0.4243 -5.5410
175 H 5.2923 -4.3720 1.3263
176 H 0.2784 -0.9246 -4.8010
177 H 5.3302 -6.1447 -0.1862
178 C 4.4304 2.4318 3.1028
179 H -4.4740 -1.8569 -1.3066
180 C 5.9473 2.2731 3.1903
181 H 4.4755 -6.6911 1.8972
182 H -4.2153 -7.3501 -6.0860
183 H -2.9551 0.5941 4.3224
184 H 4.0767 3.1662 3.8399
185 O -5.6256 -1.4375 2.7600
186 H 0.5828 -0.0517 -1.6109
187 O 2.1158 -4.3273 -4.5044
188 C 1.6369 6.3594 -2.5870
189 H -2.2633 -3.9331 -1.2781
190 C 0.6164 -0.1641 1.3680
191 H -5.9879 5.4917 -0.1828
192 H -1.8164 4.8084 7.8709
193 H 4.6203 3.9227 -0.5538
194 N 2.4833 6.2865 -3.7514
195 H -2.3387 1.3902 7.5202
196 H -2.2816 5.7991 2.7514
197 H 2.1490 6.8411 -1.7107
198 H 4.9252 -4.8457 -1.0172
199 H -3.6513 -4.0625 -0.3719
200 H 1.3733 3.5227 6.3051
201 O -0.5706 0.4870 0.8838
202 C -4.3320 4.2392 -0.7233
203 H 2.2229 3.2876 4.6563
204 H -1.6093 0.5447 2.6437
205 C 4.2717 -3.9905 1.0734
206 H 0.3791 -3.4781 -3.5422
207 H 3.1137 3.2205 1.5507
208 C -3.2966 -6.0090 -3.9286
209 H -5.6126 -3.3560 2.0544
210 H 6.3869 3.2977 3.2213
211 H -0.8282 -4.4482 0.9003
212 O 0.6308 4.8864 -0.9965
213 H -5.2632 1.7486 7.4771
214 C 2.9726 1.1455 -4.0428
215 H 2.9661 -1.5607 1.0839
216 H 1.4014 -2.3221 -7.4672
217 H 4.4455 -0.7287 -3.1801
218 H 1.9564 0.9794 0.0799
219 C 1.2057 -0.7533 -1.0466
220 H 6.4364 1.7725 2.3637
221 H -3.2991 6.7558 0.3444
222 H 0.9518 0.2525 2.3120
223 H 4.8822 1.6348 -4.7257
224 C 4.1404 2.9446 1.6761
225 C 2.6328 -4.9842 -3.3775
226 C -1.6987 0.1415 1.6365
227 C -2.5780 1.9253 6.5715
228 H -2.6180 0.5213 1.0560
229 H -4.7211 2.1715 -2.2277
230 C -0.2267 3.1991 3.3643
231 H -8.8311 0.7247 2.3651
232 C 3.6232 -5.2249 0.5440
233 H 0.4784 8.2156 -2.7862
234 C 6.1664 -1.0360 -2.3165
235 N -2.6335 3.2166 3.7435
236 H 3.9183 0.6509 3.9369
237 C -4.7565 1.8986 -1.1660
238 H -0.4806 -5.8079 -3.9727

Mulliken atomic charge list, values in e, 8 entries: -0.629 0.123 0.141 -1.623 -0.177 0.308 0.263 -0.169

Computed energies relative to the best structure, in eV: 1 3.156; 2 0.000